No. 1
Density functional theory data (ωB97M-V/def2-TZVPD) for a structure of composition C14H25BeN3O3 at a distorted geometry.

Structure (XYZ):
```
46
Properties=species:S:1:pos:R:3
C 5.658 1.756 -3.844
C 6.434 0.901 -2.989
H 5.202 2.724 -3.382
H 4.804 1.400 -4.530
C 6.638 0.013 -2.070
C 5.839 -0.612 -1.045
H 4.926 -0.093 -0.719
H 5.366 -1.601 -1.353
C 7.627 1.484 -3.714
H 7.451 2.315 -4.420
H 8.093 0.696 -4.309
H 8.309 1.876 -2.952
C 7.999 -0.658 -2.028
H 8.657 0.149 -1.656
H 8.272 -0.905 -3.066
H 8.015 -1.516 -1.360
Be 0.026 -0.467 -0.250
O 1.056 0.129 -1.040
C 1.289 -0.387 -2.209
O -0.359 -1.947 -0.653
C 0.332 -2.481 -1.581
O 0.178 -3.725 -1.941
N 1.247 -1.802 -2.314
C 1.161 -4.006 -3.001
C 2.040 -2.802 -3.126
H 0.639 -4.180 -3.935
H 1.692 -4.902 -2.702
H 2.130 -2.342 -4.105
H 3.023 -2.996 -2.657
C 1.507 0.600 -3.144
C 1.779 1.948 -2.534
H 2.490 0.314 -3.712
H 2.690 1.525 -2.086
H 2.373 2.732 -3.093
N -1.195 0.814 -0.397
C -1.391 1.555 0.894
C -0.851 0.709 2.032
N 0.274 -0.155 1.480
H -0.767 1.441 -1.084
H -2.095 0.597 -0.811
H -0.852 2.513 0.846
H -2.457 1.771 1.030
H -0.509 1.337 2.871
H -1.637 0.043 2.409
H 1.149 0.371 1.550
H 0.422 -0.948 2.111
```

Calculated values
- Calculated total energy: -25915.852 eV
- Energy above the lowest of the compared OMol25 structures with the same formula, charge and spin: 260.7 kcal per mole
- Maximum force: 5.06 eV/Å
- Total charge: +2
- Multiplicity: 1
- E_HOMO (alpha / beta): -13.484 / -13.482 eV

=====

No. 2
Density functional theory data (ωB97M-V/def2-TZVPD) for a cluster of 9 separate species, C5H26NO10 in total at a distorted geometry.

Structure (XYZ):
```
42
Properties=species:S:1:pos:R:3
C 3.560 1.159 0.625
N 2.243 1.618 0.423
C 2.099 2.918 -0.137
C 1.717 0.289 -1.397
C 1.199 0.694 0.004
C 0.883 -0.266 1.220
O 0.078 -1.351 0.786
O 3.701 0.341 1.473
H 4.397 1.619 -0.021
H 3.008 3.219 -0.672
H 1.155 3.276 -0.690
H 2.073 3.619 0.788
H 0.729 0.080 -1.890
H 2.301 -0.624 -1.545
H 2.381 1.032 -1.906
H 0.226 1.219 -0.018
H 1.839 -0.610 1.638
H 0.217 0.273 1.914
H -3.045 0.139 -2.482
H -2.266 -1.114 -3.088
O -2.517 -0.262 -3.203
H -2.878 0.830 1.308
H -3.335 2.045 0.420
O -3.401 1.712 1.298
H 0.108 -1.737 -3.952
H -0.096 -1.010 -2.654
O 0.230 -0.770 -3.535
H -1.589 2.061 1.458
H -0.231 2.537 1.151
O -0.830 2.703 1.802
H 0.426 -4.363 1.070
H 0.076 -3.015 0.662
O -0.039 -3.990 0.368
H -1.678 -2.310 -0.981
H -2.096 -3.308 -2.003
O -1.764 -2.376 -1.905
H -0.604 -1.703 2.453
H -0.664 -1.065 3.752
O -1.210 -1.437 3.226
H -2.527 -0.693 2.053
H -1.483 -0.886 0.958
O -2.393 -0.492 1.228
```

Calculated values
- Calculated total energy: -27569.679 eV
- Energy above the lowest of the compared OMol25 structures with the same formula, charge and spin: 153.8 kcal per mole
- Maximum force: 9.31 eV/Å
- Total charge: -1
- Multiplicity: 1
- E_HOMO: -5.438 eV

=====

No. 3
Density functional theory data (ωB97M-V/def2-TZVPD) for a structure of composition C38H44N3O4P2Pb at a distorted geometry.

Structure (XYZ):
```
92
Properties=species:S:1:pos:R:3
Pb -0.054 0.151 0.559
C -2.822 3.482 -3.388
N -2.060 2.286 -3.077
C -1.779 1.418 -4.206
C -1.603 1.991 -1.871
O -0.951 0.954 -1.642
C -1.909 3.003 -0.763
O -1.235 2.683 0.445
C -0.570 3.782 1.051
C 0.360 3.277 2.156
O 0.605 2.062 2.273
N 0.872 4.178 2.979
C 1.667 3.767 4.122
C 0.668 5.608 2.899
H -3.202 3.399 -4.404
H -3.674 3.605 -2.720
H -2.200 4.378 -3.330
H -1.395 2.016 -5.032
H -1.040 0.673 -3.919
H -2.689 0.913 -4.536
H -1.619 4.000 -1.111
H -2.992 3.013 -0.580
H 0.026 4.326 0.304
H -1.308 4.470 1.486
H 1.592 2.689 4.238
H 2.713 4.043 3.981
H 1.290 4.265 5.016
H 0.418 5.932 1.895
H -0.120 5.923 3.586
H 1.586 6.112 3.201
C -1.520 -2.611 2.317
P -1.907 -1.968 0.540
C -2.057 -3.559 -0.330
C -0.976 -4.025 -1.084
C -1.064 -5.241 -1.736
C -2.219 -6.008 -1.622
C -3.290 -5.555 -0.862
C -3.218 -4.334 -0.219
C -3.601 -1.342 0.595
C -4.144 -1.089 -0.672
C -5.357 -0.441 -0.784
C -6.031 -0.035 0.360
C -5.492 -0.278 1.615
C -4.283 -0.938 1.738
C -0.092 -2.731 2.426
C 0.709 -3.865 2.854
C 2.004 -3.528 2.632
C 1.985 -2.189 2.068
C 3.045 -1.396 1.522
P 2.553 -0.855 -0.294
C 3.781 -1.790 -1.253
C 4.979 -1.199 -1.672
C 5.878 -1.925 -2.426
C 5.604 -3.246 -2.763
C 4.418 -3.843 -2.343
C 3.510 -3.125 -1.589
C 3.128 0.867 -0.464
C 3.628 1.687 0.542
C 3.951 3.004 0.260
C 3.759 3.521 -1.012
C 3.238 2.718 -2.015
C 2.923 1.401 -1.744
N 0.715 -1.744 1.989
H -1.895 -1.758 2.890
H -2.064 -3.527 2.548
H -0.086 -3.411 -1.160
H -0.243 -5.601 -2.337
H -2.281 -6.962 -2.123
H -4.177 -6.165 -0.771
H -4.053 -3.983 0.372
H -3.588 -1.390 -1.552
H -5.781 -0.251 -1.759
H -6.986 0.460 0.273
H -6.020 0.046 2.498
H -3.881 -1.138 2.720
H 0.308 -4.761 3.285
H 2.888 -4.101 2.837
H 3.042 -0.398 1.968
H 4.029 -1.861 1.549
H 5.194 -0.175 -1.403
H 6.800 -1.466 -2.744
H 6.321 -3.814 -3.338
H 4.218 -4.869 -2.611
H 2.585 -3.584 -1.263
H 3.798 1.306 1.541
H 4.373 3.622 1.035
H 4.016 4.545 -1.224
H 3.087 3.115 -3.008
H 2.518 0.765 -2.521
O -1.765 0.517 2.558
H -2.329 1.261 2.320
H -1.156 0.842 3.235
```

Calculated values
- Calculated total energy: -76581.246 eV
- Maximum force: 1.80 eV/Å
- Total charge: +3
- Multiplicity: 1
- E_HOMO: -15.708 eV

=====

No. 4
Density functional theory data (ωB97M-V/def2-TZVPD) for an isolated molecule of C6H4F2 at a distorted geometry.

Structure (XYZ):
```
12
Properties=species:S:1:pos:R:3
C -0.211 -1.290 -0.284
C -0.070 0.016 0.504
C 1.386 0.336 0.220
C 2.605 0.422 -0.128
C -1.112 1.055 0.277
C -2.006 1.783 -0.043
H -0.112 -0.939 -1.320
H 0.453 -2.082 0.186
H 3.627 0.448 -0.523
H -2.837 2.382 -0.595
F -1.513 -1.743 -0.126
F -0.209 -0.387 1.831
```

Calculated values
- Calculated total energy: -11716.482 eV
- Energy above the lowest of the compared OMol25 structures with the same formula, charge and spin: 119.2 kcal per mole
- Maximum force: 5.54 eV/Å
- Total charge: 0
- SMILES: C#CC(F)(C#C)CF
- Multiplicity: 1
- E_HOMO: -10.696 eV

=====

No. 5
Density functional theory data (ωB97M-V/def2-TZVPD) for a cluster of 2 separate species, C6H15NO in total at a distorted geometry.

Structure (XYZ):
```
23
Properties=species:S:1:pos:R:3
C -0.510 1.096 0.459
C 0.554 1.903 -0.280
C -0.016 0.563 1.798
N -1.702 1.911 0.709
H 0.431 -0.572 -0.599
H -2.109 2.194 -0.184
H -1.453 2.774 1.189
H 0.777 2.840 0.243
H 0.894 -0.034 1.681
H 0.224 2.126 -1.299
H 1.496 1.348 -0.345
H -0.779 -0.052 2.285
H 0.221 1.383 2.487
C 0.759 -1.569 -1.275
C 0.884 -2.788 -0.389
C -1.154 -0.108 -0.574
O -1.633 0.236 -1.651
H -1.536 -0.931 0.046
H 0.178 -1.786 -2.173
H 1.732 -1.220 -1.633
H -0.103 -3.174 -0.121
H 1.424 -2.549 0.531
H 1.422 -3.590 -0.904
```

Calculated values
- Calculated total energy: -10001.101 eV
- Energy above the lowest of the compared OMol25 structures with the same formula, charge and spin: 61.3 kcal per mole
- Maximum force: 4.16 eV/Å
- Total charge: 0
- SMILES: CC(C)(N)C=O.CC
- Multiplicity: 1
- E_HOMO: -9.079 eV

=====

No. 6
Density functional theory data (ωB97M-V/def2-TZVPD) for an isolated molecule of C30H40ClN7O3S.

Structure (XYZ):
```
82
Properties=species:S:1:pos:R:3
C -3.388 -3.820 1.308
H -3.603 -3.422 2.305
O -2.136 -3.390 0.837
C -1.921 -2.045 0.664
C -2.859 -1.063 0.927
C -2.574 0.294 0.722
C -1.313 0.619 0.218
C -0.381 -0.359 -0.066
C -0.651 -1.698 0.170
N 0.249 -2.729 -0.093
C 1.597 -2.702 -0.127
N 2.245 -1.564 0.136
C 3.570 -1.572 0.102
N 4.279 -0.443 0.366
C 3.831 0.794 0.777
C 2.562 1.003 1.326
C 2.164 2.265 1.718
C 3.017 3.353 1.595
C 4.283 3.157 1.075
C 4.684 1.898 0.669
S 6.336 1.788 -0.038
O 7.134 2.852 0.509
O 6.839 0.440 0.127
C 6.129 2.109 -1.837
C 5.240 1.036 -2.426
H 5.676 0.057 -2.235
H 4.244 1.069 -1.991
H 5.149 1.166 -3.503
C 7.529 2.121 -2.416
H 7.512 2.357 -3.478
H 8.133 2.858 -1.894
H 7.985 1.143 -2.276
H 5.667 3.094 -1.889
H 4.992 3.966 0.985
H 2.703 4.337 1.907
H 1.177 2.397 2.134
H 1.901 0.161 1.436
H 5.292 -0.504 0.232
C 4.258 -2.756 -0.248
C 3.497 -3.883 -0.488
N 2.178 -3.873 -0.422
H 3.957 -4.828 -0.740
Cl 5.989 -2.781 -0.356
H -0.154 -3.654 -0.144
H 0.580 -0.086 -0.466
H -1.039 1.649 0.056
N -3.468 1.298 1.068
C -4.682 0.995 1.790
H -4.490 0.197 2.509
C -5.849 0.639 0.860
H -5.595 -0.253 0.284
H -6.737 0.431 1.459
C -6.102 1.815 -0.099
N -7.176 1.678 -1.062
C -8.498 2.122 -0.685
C -9.364 1.027 -0.050
N -9.470 -0.087 -0.973
C -10.372 -1.108 -0.492
H -10.454 -1.893 -1.242
H -11.356 -0.668 -0.337
H -10.038 -1.563 0.456
C -8.151 -0.621 -1.259
C -7.261 0.477 -1.861
H -6.261 0.082 -2.042
H -7.697 0.763 -2.826
H -8.258 -1.429 -1.986
H -7.687 -1.041 -0.348
H -10.366 1.421 0.135
H -8.934 0.713 0.920
H -8.418 2.974 -0.008
H -9.001 2.451 -1.601
C -4.788 2.129 -0.830
C -3.670 2.421 0.178
H -2.749 2.649 -0.355
H -3.941 3.292 0.785
H -4.490 1.279 -1.445
H -4.939 2.987 -1.485
H -6.355 2.692 0.510
H -4.949 1.893 2.360
H -3.826 -1.357 1.296
H -4.195 -3.541 0.622
H -3.324 -4.906 1.363
```

Calculated values
- Calculated total energy: -71690.532 eV
- Energy above the lowest of the compared OMol25 structures with the same formula, charge and spin: 6.2 kcal per mole
- Maximum force: 0.83 eV/Å
- Total charge: 0
- SMILES: COc1cc(N2CCC(N3CCN(C)CC3)CC2)ccc1Nc1ncc(Cl)c(Nc2ccccc2S(=O)(=O)C(C)C)n1
- Multiplicity: 1
- E_HOMO: -7.092 eV

=====

No. 7
Density functional theory data (ωB97M-V/def2-TZVPD) for a structure of composition C49H126N6O16 at a distorted geometry.

Structure (XYZ):
```
197
Properties=species:S:1:pos:R:3
C -3.107 1.958 5.265
O -1.847 1.240 5.351
C -0.713 2.013 4.903
C 0.475 1.068 4.532
N 0.865 0.168 5.651
C 1.378 0.848 6.818
C 1.483 -0.163 7.921
O 0.175 -0.803 8.159
C 0.231 -1.879 9.144
H -2.957 3.005 5.526
H -3.837 1.554 5.966
H -3.484 1.997 4.243
H -0.384 2.659 5.717
H -0.904 2.677 4.060
H 1.282 1.615 4.044
H 0.069 0.511 3.687
H 0.120 -0.351 6.092
H 0.864 1.752 7.145
H 2.419 1.162 6.748
H 1.950 0.152 8.854
H 2.147 -0.874 7.429
H 0.550 -1.499 10.115
H 0.881 -2.728 8.936
H -0.734 -2.361 9.301
C 8.148 -8.498 -0.663
O 6.959 -7.750 -0.516
C 7.115 -6.804 0.592
C 5.767 -5.975 0.654
N 5.785 -4.924 1.634
C 5.429 -5.364 2.939
C 4.373 -4.482 3.515
O 3.261 -4.223 2.658
C 2.279 -3.274 3.106
H 9.045 -7.879 -0.627
H 8.195 -9.088 -1.578
H 8.216 -9.242 0.130
H 7.905 -6.092 0.353
H 7.291 -7.338 1.526
H 4.970 -6.700 0.819
H 5.659 -5.524 -0.333
H 4.997 -4.371 1.329
H 6.232 -5.074 3.617
H 5.033 -6.374 3.048
H 4.792 -3.488 3.670
H 3.992 -4.879 4.456
H 1.369 -3.239 2.506
H 2.813 -2.327 3.177
H 1.909 -3.587 4.082
C 1.230 4.201 -3.475
O 1.643 3.966 -2.144
C 0.911 3.036 -1.322
C 1.269 3.339 0.197
N 0.576 2.402 1.031
C 0.851 2.551 2.463
C 0.367 3.829 3.094
O -1.051 3.841 3.304
C -1.394 4.430 4.574
H 1.818 5.058 -3.805
H 0.171 4.430 -3.596
H 1.487 3.382 -4.146
H 1.084 2.007 -1.638
H -0.132 3.327 -1.444
H 0.901 4.361 0.282
H 2.334 3.272 0.417
H -0.379 2.716 0.939
H 1.932 2.462 2.563
H 0.516 1.663 2.999
H 0.662 4.726 2.549
H 0.895 3.734 4.043
H -2.466 4.326 4.740
H -1.186 5.487 4.741
H -0.963 3.843 5.384
C -1.130 -1.277 -5.036
O -1.554 -0.665 -3.840
C -0.513 -0.541 -2.933
C -1.032 0.212 -1.682
N -0.155 0.237 -0.526
C -0.783 0.561 0.727
C 0.218 0.344 1.838
O 0.346 -1.079 2.043
C 1.197 -1.627 3.096
H -1.760 -1.095 -5.906
H -1.085 -2.362 -4.943
H -0.198 -0.934 -5.486
H 0.408 -0.047 -3.242
H -0.109 -1.518 -2.668
H -1.898 -0.308 -1.273
H -1.288 1.229 -1.981
H 0.180 -0.701 -0.364
H -1.635 -0.101 0.880
H -1.026 1.623 0.764
H -0.130 0.944 2.679
H 1.231 0.654 1.580
H 2.261 -1.416 3.200
H 1.061 -2.704 3.001
H 0.811 -1.301 4.062
C -8.109 5.306 -2.677
O -7.298 4.443 -1.897
C -7.841 4.300 -0.589
C -7.247 2.980 -0.057
N -5.920 2.994 0.530
C -5.008 3.589 -0.430
C -3.574 3.458 0.102
O -3.209 2.114 0.448
C -2.370 2.046 1.576
H -9.109 5.002 -2.987
H -7.589 5.574 -3.596
H -8.205 6.250 -2.141
H -8.905 4.185 -0.384
H -7.534 5.183 -0.029
H -7.319 2.258 -0.870
H -7.968 2.596 0.665
H -5.674 2.022 0.653
H -5.266 4.636 -0.588
H -4.952 3.043 -1.372
H -3.380 4.169 0.905
H -2.871 3.682 -0.701
H -2.285 0.988 1.825
H -2.849 2.592 2.389
H -1.310 2.288 1.490
C -4.286 1.037 -1.896
C -5.047 -0.143 -1.169
C -3.977 -0.992 -0.483
O -2.817 -1.275 -1.278
C -3.046 -2.441 -2.118
N -6.106 0.319 -0.233
H -4.124 1.924 -1.283
H -5.029 1.450 -2.580
H -3.340 0.919 -2.425
H -5.549 -0.814 -1.867
H -4.475 -1.831 0.003
H -3.534 -0.416 0.330
H -3.006 -3.307 -1.456
H -2.114 -2.433 -2.684
H -4.024 -2.423 -2.599
H -6.446 -0.399 0.391
H -6.925 0.738 -0.649
C 3.637 -0.816 -6.280
C 2.346 -0.543 -7.124
C 1.094 -0.752 -6.346
O 2.320 0.875 -7.371
H 3.579 -0.144 -5.424
H 4.521 -0.669 -6.901
H 3.591 -1.842 -5.916
H 2.363 -0.964 -8.130
H 0.354 0.041 -6.456
H 1.299 -0.940 -5.292
H 0.550 -1.646 -6.651
H 2.259 1.169 -6.459
C 3.522 -1.823 -0.836
C 2.770 -1.436 -2.133
C 2.492 0.093 -2.289
O 3.617 -1.648 -3.324
H 3.575 -2.905 -0.951
H 2.986 -1.545 0.071
H 4.526 -1.400 -0.784
H 1.883 -2.046 -2.303
H 1.670 0.270 -2.983
H 3.431 0.610 -2.485
H 2.132 0.248 -1.272
H 4.327 -2.268 -3.143
C -0.944 -3.756 -1.921
C 0.241 -3.204 -1.149
C 0.281 -3.901 0.173
O 1.310 -3.659 -1.904
H -1.947 -3.379 -1.718
H -0.829 -4.822 -2.113
H -0.886 -3.541 -2.988
H 0.361 -2.123 -1.078
H 1.132 -3.725 0.831
H 0.191 -4.987 0.150
H -0.641 -3.677 0.710
H 1.645 -2.836 -2.268
C 3.647 1.880 2.306
C 2.947 1.114 1.223
C 3.757 1.059 -0.064
O 2.812 -0.161 1.821
H 2.919 2.247 3.030
H 4.249 2.734 1.996
H 4.344 1.322 2.932
H 2.025 1.596 0.898
H 4.707 0.619 0.240
H 3.952 2.042 -0.493
H 3.358 0.559 -0.946
H 1.933 -0.537 1.742
C -2.927 2.909 -5.387
C -2.083 1.941 -6.256
C -1.810 0.513 -5.878
O -2.559 1.930 -7.591
H -2.401 3.327 -4.529
H -3.794 2.314 -5.102
H -3.469 3.705 -5.899
H -1.190 2.503 -6.529
H -1.123 0.078 -6.604
H -2.653 -0.167 -6.005
H -1.381 0.300 -4.899
H -3.326 2.504 -7.657
```

Calculated values
- Calculated total energy: -94505.821 eV
- Energy above the lowest of the compared OMol25 structures with the same formula, charge and spin: 1017.9 kcal per mole
- Maximum force: 10.28 eV/Å
- Total charge: 0
- Multiplicity: 1
- E_HOMO: -7.644 eV